{"formula": "C10H20MoN2PS", "method": "ωB97M-V/def2-TZVPD", "elements": ["C", "C", "C", "C", "C", "Mo", "P", "H", "H", "H", "H", "H", "H", "H", "H", "C", "N", "C", "C", "S", "N", "C", "C", "H", "H", "H", "H", "H", "H", "H", "H", "H", "H", "H", "H"], "positions_angstrom": [[0.1209, -3.0474, -0.7689], [1.4363, -3.5583, -1.1621], [2.0739, -2.6679, -2.0805], [1.2165, -1.5464, -2.2260], [-0.0280, -1.7296, -1.4461], [-0.9317, -1.3935, 0.9283], [-1.2931, -3.2176, 2.4748], [-0.7287, -3.6985, -0.5516], [1.8673, -4.4881, -0.8011], [2.9921, -2.8565, -2.6228], [-0.9926, -1.3437, -1.8050], [1.4468, -0.6560, -2.7954], [-0.7714, -3.2412, 3.8191], [-0.7467, -4.5162, 2.0836], [-2.6629, -3.6595, 2.7040], [0.7558, -0.0622, 1.4016], [0.4701, 1.3142, 0.9518], [1.6348, 2.1710, 0.6993], [-0.7018, 1.5682, 0.3348], [-2.0547, 0.5109, 0.5337], [-0.8345, 2.6934, -0.4314], [-0.7245, 4.0048, 0.2290], [-1.7729, 2.6402, -1.5501], [1.7177, -0.1074, 1.9142], [0.8440, -0.7797, 0.5103], [-0.0594, -0.4348, 2.1177], [1.6965, 2.4775, -0.3562], [1.5939, 3.0714, 1.3298], [2.5434, 1.6185, 0.9576], [0.1784, 4.5059, -0.1339], [-1.5993, 4.6024, -0.0456], [-0.6912, 3.8964, 1.3133], [-1.5319, 1.7994, -2.2009], [-2.8158, 2.5495, -1.2233], [-1.6474, 3.5807, -2.1020]], "atomic_forces_ev_per_a": [[0.70, 1.13, -0.70], [-0.57, 0.96, 0.01], [-1.96, -0.02, 1.31], [-1.27, -0.47, 1.22], [1.57, -1.25, -0.95], [-0.17, -3.88, -2.69], [0.27, -1.54, 1.18], [0.25, -0.07, -0.09], [-0.17, 0.12, -0.15], [0.00, 0.17, 0.32], [0.41, 0.04, 0.20], [-0.10, -0.08, -0.13], [-0.53, 0.03, -0.62], [-0.43, 1.00, 0.18], [0.93, 0.42, -0.09], [-0.01, 0.85, -0.77], [-0.10, -0.26, -0.73], [0.31, 0.38, 0.20], [0.52, 0.37, 0.24], [-0.42, 1.38, -0.36], [-0.16, -0.52, 0.63], [0.50, 0.16, -0.36], [-0.27, 0.26, -0.08], [-0.41, 0.06, 0.25], [0.70, 0.77, 0.20], [0.82, 0.48, 1.42], [-0.20, -0.21, 0.33], [0.04, -0.29, -0.24], [-0.25, 0.11, -0.08], [-0.19, 0.18, 0.23], [0.14, -0.12, 0.16], [0.01, 0.04, -0.08], [0.00, 0.10, 0.03], [0.12, 0.12, -0.06], [-0.07, -0.37, 0.04]], "mulliken_spin": [-0.06, 0.07, 0.00, 0.04, 0.05, 1.83, -0.02, 0.00, 0.01, 0.00, 0.01, 0.00, 0.00, 0.03, 0.01, 0.08, 0.00, 0.00, 0.05, -0.03, 0.01, 0.00, 0.00, -0.01, -0.02, -0.04, 0.00, 0.00, 0.00, 0.00, 0.00, 0.00, 0.00, 0.00, 0.00], "multiplicity": 3, "homo_energy_ev": [-10.1, -10.7], "charge": 1, "total_energy_ev": -35641.9171, "fmax_ev_per_a": 4.72}